[1]
# C6H10N3O4

The ion C6H10N3O4 with charge +1 at a distorted geometry (ωB97M-V/def2-TZVPD, the OMol25 dataset).

Bonds (Å) are listed after each position.
Atoms and positions in Å:
1 O 0.25886 -3.36883 0.77059  C8 1.321, H18 0.953
2 O -1.02633 -2.07824 -0.46543  C8 1.241
3 O -3.93632 1.51163 -0.30628  O4 1.411, C13 1.434
4 O -4.40755 0.22494 0.03170  O3 1.411, H15 1.037
5 N -1.71367 0.45576 -0.30780  C12 1.391, C13 1.319, H23 1.033
6 N 2.25505 -1.59828 0.57799  C10 1.437, H17 0.963, H21 1.069
7 N -1.82299 2.63222 -0.48086  C11 1.353, C13 1.318, H22 0.996
8 C -0.02883 -2.18271 0.26542  O1 1.321, O2 1.241, C10 1.517
9 C 0.75277 0.10259 -0.41284  C10 1.523, C12 1.477, H16 1.047, H19 1.150
10 C 0.92859 -1.04671 0.57146  N6 1.437, C8 1.517, C9 1.523, H14 1.050
11 C -0.52281 2.28356 -0.61270  N7 1.353, C12 1.321, H20 1.127
12 C -0.42973 0.98656 -0.37898  N5 1.391, C9 1.477, C11 1.321
13 C -2.50414 1.50965 -0.36928  O3 1.434, N5 1.319, N7 1.318
14 H 0.55468 -0.69930 1.48920  C10 1.050
15 H -5.40861 0.43955 0.19343  O4 1.037
16 H 0.93945 -0.35192 -1.33783  C9 1.047
17 H 2.93004 -0.92694 0.72208  N6 0.963
18 H 1.16396 -3.57983 0.98015  O1 0.953
19 H 1.61218 0.82050 -0.15249  C9 1.150
20 H 0.14084 3.19324 -0.56651  C11 1.127
21 H 2.50837 -1.63807 -0.46016  N6 1.069
22 H -2.11168 3.55524 -0.24308  N7 0.996
23 H -1.78854 -0.55847 -0.12795  N5 1.033

SMILES string: N[C@@H](Cc1c[nH+]c(OO)[nH]1)C(=O)O
Charge: +1
Frontier orbital gap: 10.8 eV
Relative energy (zero: lowest compared OMol25 entry of this formula, charge and spin): 217.8 kJ/mol
Lowest unoccupied orbital energy: -2.7 eV

Atomic partial charges in e from the Mulliken method, atoms 1 to 6: O -0.437; O -0.662; O -0.207; O -0.299; N 0.079; N -0.808

[2]
# C6H10N4O

A cluster of 2 separate species, C6H10N4O in total at a distorted geometry (ωB97M-V/def2-TZVPD, the OMol25 dataset).

Bonds (Å) are listed after each position.
Atoms and positions in Å:
1 O 0.42981 1.77602 0.58282  C6 1.350, H15 1.052
2 N -1.51891 -0.60762 -1.20401  N3 1.286, N4 1.285
3 N -1.11976 0.29192 -0.37604  N2 1.286, N5 1.337, C6 1.361
4 N -2.71775 -0.89770 -0.84381  N2 1.285, C9 1.327
5 N -1.98420 0.64572 0.58123  N3 1.337, C9 1.353
6 C 0.09292 0.90962 -0.39656  O1 1.350, N3 1.361, C7 1.376
7 C 1.01926 0.63840 -1.37754  C6 1.376, C8 1.486, H19 1.064
8 C 2.32432 1.32937 -1.54171  C7 1.486, H14 1.083, H17 1.145, H18 1.175
9 C -3.00923 -0.16039 0.22028  N4 1.327, N5 1.353, H13 1.137
10 C -0.04265 -2.21667 1.55853  C11 1.309, H12 1.034, H20 1.183
11 C 0.69708 -1.14909 1.39892  C10 1.309, H16 1.118, H21 1.031
12 H -0.78631 -2.34208 2.26593  C10 1.034
13 H -4.05021 -0.06022 0.66744  C9 1.137
14 H 2.46710 1.82636 -0.58957  C8 1.083
15 H -0.28347 1.85026 1.35227  O1 1.052
16 H 0.81438 -0.30690 2.12451  C11 1.118
17 H 2.29313 2.06548 -2.41879  C8 1.145
18 H 3.32786 0.73746 -1.69502  C8 1.175
19 H 0.63467 -0.04989 -2.09189  C7 1.064
20 H -0.10756 -3.25395 0.99282  C10 1.183
21 H 1.51953 -1.02611 0.79018  C11 1.031

SMILES string: C/C=C(\O)n1ncnn1.C=C
Frontier orbital gap: 8.8 eV
Relative energy (zero: lowest compared OMol25 entry of this formula, charge and spin): 374.6 kJ/mol
Lowest unoccupied orbital energy: 0.3 eV

Atomic partial charges in e from the Mulliken method, atoms 1 to 6: O -0.526; N -0.451; N 1.231; N -0.576; N -1.039; C 0.376

[3]
# C6H10N4O

A cluster of 2 separate species, C6H10N4O in total at a distorted geometry (ωB97M-V/def2-TZVPD, the OMol25 dataset).

Bonds (Å) are listed after each position.
Atoms and positions in Å:
1 O -0.89043 -2.01509 0.32355  C10 1.221
2 N -1.57664 0.95433 -0.13286  C8 1.420, C11 1.175
3 N -1.02804 0.28451 2.60689  C7 1.159
4 N -2.25391 -0.38548 -1.95633  C11 1.191, H19 1.047
5 N 1.05660 -0.85690 0.10865  C6 1.498, C9 1.433, C10 1.316
6 C 1.62882 -1.65882 -1.01972  N5 1.498, H13 1.097, H18 1.106, H20 1.088
7 C -0.54474 -0.20894 1.67680  N3 1.159, C10 1.448
8 C -1.45606 2.25915 0.41401  N2 1.420, H15 1.124, H16 1.183, H21 1.072
9 C 1.88860 0.22868 0.53780  N5 1.433, H12 1.161, H14 1.088, H17 1.134
10 C -0.13347 -1.10193 0.61435  O1 1.221, N5 1.316, C7 1.448
11 C -1.93982 0.24380 -0.99549  N2 1.175, N4 1.191
12 H 2.96993 0.08302 0.14134  C9 1.161
13 H 1.56878 -0.86799 -1.77790  C6 1.097
14 H 1.68537 1.23505 0.17655  C9 1.088
15 H -2.37044 2.40855 1.05078  C8 1.124
16 H -0.54176 2.01712 1.12530  C8 1.183
17 H 1.98950 0.19856 1.66649  C9 1.134
18 H 1.06749 -2.55664 -1.34062  C6 1.106
19 H -2.52178 -1.39611 -2.00946  N4 1.047
20 H 2.68569 -1.88272 -0.88710  C6 1.088
21 H -1.28369 3.01782 -0.32301  C8 1.072

SMILES string: CN(C)C(=O)C#N.CN=C=N
Frontier orbital gap: 9.7 eV
Relative energy (zero: lowest compared OMol25 entry of this formula, charge and spin): 237.5 kJ/mol
Lowest unoccupied orbital energy: 0.6 eV

Atomic partial charges in e from the Mulliken method, atoms 1 to 6: O -0.626; N -0.115; N -0.484; N -0.639; N 0.091; C -0.999

[4]
# C6H10N4O

An isolated molecule of C6H10N4O at a distorted geometry (ωB97M-V/def2-TZVPD, the OMol25 dataset).

Bonds (Å) are listed after each position.
Atoms and positions in Å:
1 O 2.36178 -0.11697 -0.46247  N3 1.426, C9 1.492
2 N 0.42704 0.41450 0.42735  N3 1.305, N4 1.332, C8 1.392
3 N 1.22826 -0.60143 0.25422  O1 1.426, N2 1.305
4 N 0.77975 1.67800 0.66059  N2 1.332, C10 1.331
5 N -2.69492 1.97076 0.47541  C11 1.350, H13 0.917, H14 1.023
6 C -0.81036 -1.80500 -1.13833  C7 1.426, H12 1.057, H19 1.204
7 C -1.41843 -1.23067 0.01657  C6 1.426, C8 1.544, H17 1.025, H21 1.134
8 C -0.94636 0.20049 0.35383  N2 1.392, C7 1.544, C11 1.352
9 C 3.49879 -1.08033 -0.39543  O1 1.492, H15 1.039, H16 1.115, H20 1.100
10 C -0.36151 2.35673 0.74880  N4 1.331, C11 1.444, H18 1.083
11 C -1.45722 1.43660 0.55242  N5 1.350, C8 1.352, C10 1.444
12 H -0.56402 -2.83013 -1.06154  C6 1.057
13 H -3.46048 1.46870 0.52427  N5 0.917
14 H -2.77105 2.92505 0.83466  N5 1.023
15 H 4.17459 -0.81305 0.34741  C9 1.039
16 H 3.13876 -2.12082 -0.21765  C9 1.115
17 H -1.27927 -1.84825 0.82322  C7 1.025
18 H -0.46636 3.38521 1.07246  C10 1.083
19 H -0.82119 -1.19506 -2.17639  C6 1.204
20 H 3.96230 -1.00709 -1.39056  C9 1.100
21 H -2.52010 -1.18725 -0.24883  C7 1.134

Frontier orbital gap (alpha / beta): 8.1 / 7.8 eV
Relative energy (zero: lowest compared OMol25 entry of this formula, charge and spin): 634.1 kJ/mol
Lowest unoccupied orbital energy (alpha / beta): 0.8 / 0.1 eV

Atomic partial charges in e from the Mulliken method, atoms 1 to 6: O -0.196; N 1.320; N -0.720; N -0.993; N -0.477; C -0.819

[5]
# C6H10N4O3

An isolated molecule of C6H10N4O3 at a distorted geometry (ωB97M-V/def2-TZVPD, the OMol25 dataset).

Bonds (Å) are listed after each position.
Atoms and positions in Å:
1 O 0.84792 -2.19417 -1.55471  N4 1.416, H16 0.970
2 O 1.69860 -0.01556 2.28685  C8 1.354, H19 0.937
3 O 0.11817 1.59873 1.96147  C8 1.284
4 N -0.30059 -1.75824 -0.84971  O1 1.416, N5 1.385, C10 1.389
5 N -1.38761 -2.56353 -0.55429  N4 1.385, N6 1.322
6 N -2.33868 -1.78271 -0.07088  N5 1.322, C11 1.392
7 N 2.62139 0.14789 -0.46286  C13 1.461, H17 1.048, H18 1.019
8 C 1.04999 0.85723 1.48068  O2 1.354, O3 1.284, C13 1.575
9 C -2.65789 0.71336 0.31730  C11 1.442, H14 1.043, H15 1.107, H21 1.078
10 C -0.65326 -0.44187 -0.57976  N4 1.389, C11 1.368, C12 1.544
11 C -1.89114 -0.46693 0.00188  N6 1.392, C9 1.442, C10 1.368
12 C 0.28405 0.75083 -0.86507  C10 1.544, C13 1.466, H20 1.124, H22 1.068
13 C 1.47503 0.94481 -0.03299  N7 1.461, C8 1.575, C12 1.466, H23 1.149
14 H -2.46731 1.45373 -0.39260  C9 1.043
15 H -2.48233 1.17235 1.30938  C9 1.107
16 H 0.59110 -2.75248 -2.30473  O1 0.970
17 H 2.32211 -0.85113 -0.56467  N7 1.048
18 H 3.41916 0.23766 0.16441  N7 1.019
19 H 1.28780 0.16693 3.10955  O2 0.937
20 H -0.20939 1.75277 -0.73581  C12 1.124
21 H -3.67387 0.35380 0.34203  C9 1.078
22 H 0.49814 0.64719 -1.90676  C12 1.068
23 H 1.84860 2.02934 -0.09876  C13 1.149

SMILES string: Cc1nnn(O)c1C[C@H](N)C(=O)O
Frontier orbital gap: 9.9 eV
Relative energy (zero: lowest compared OMol25 entry of this formula, charge and spin): 66.6 kJ/mol
Lowest unoccupied orbital energy: 0.5 eV

Atomic partial charges in e from the Mulliken method, atoms 1 to 6: O -0.481; O -0.433; O -0.620; N 0.659; N -0.682; N -0.352

[6]
# C6H10N4OS

A cluster of 2 separate species, C6H10N4OS in total at a distorted geometry (ωB97M-V/def2-TZVPD, the OMol25 dataset).

Bonds (Å) are listed after each position.
Atoms and positions in Å:
1 S -1.28636 -0.15038 2.06265  C10 1.815, H21 1.383
2 O 2.84158 0.81827 -1.25177  C11 1.223
3 N -2.19993 0.04735 -0.42650  C9 1.481, C10 1.310
4 N -0.63109 -2.19877 -0.22929  N5 1.152
5 N -1.42589 -2.95907 0.11285  N4 1.152, N6 1.184
6 N -2.32676 -3.52051 0.63796  N5 1.184, H14 0.979
7 C 0.26565 0.49664 -0.23346  C10 1.504, C12 1.357, H18 1.113
8 C 3.53651 1.65003 0.89072  C11 1.503, H16 1.151, H17 1.104, H20 1.109
9 C -2.32096 0.31856 -1.87725  N3 1.481, H13 1.079, H15 1.041, H19 1.103
10 C -1.10976 0.18176 0.28740  S1 1.815, N3 1.310, C7 1.504
11 C 2.62985 0.90807 -0.05045  O2 1.223, C8 1.503, C12 1.471
12 C 1.32864 0.66685 0.59208  C7 1.357, C11 1.471, H22 1.007
13 H -3.20191 0.93194 -1.99105  C9 1.079
14 H -3.03384 -3.98959 0.14897  N6 0.979
15 H -1.42854 0.76151 -2.17888  C9 1.041
16 H 3.80325 1.14451 1.88966  C8 1.151
17 H 4.56428 1.83653 0.53262  C8 1.104
18 H 0.50255 0.61339 -1.31440  C7 1.113
19 H -2.34409 -0.68565 -2.33243  C9 1.103
20 H 3.14940 2.61255 1.28358  C8 1.109
21 H -2.65239 -0.18091 1.84826  S1 1.383
22 H 1.33982 0.69694 1.59872  C12 1.007

Frontier orbital gap: 8.5 eV
Relative energy (zero: lowest compared OMol25 entry of this formula, charge and spin): 461.2 kJ/mol
Lowest unoccupied orbital energy: -0.5 eV

Atomic partial charges in e from the Mulliken method, atoms 1 to 6: S -0.241; O -0.576; N -0.497; N -0.336; N 0.897; N -0.786

The highest relative energy (zero: lowest compared OMol25 entry of this formula, charge and spin) belongs to which entry? number 4

relative energy (zero: lowest compared OMol25 entry of this formula, charge and spin) of number 3 (C6H10N4O)? 237.5 kJ/mol

Which of these has the highest relative energy (zero: lowest compared OMol25 entry of this formula, charge and spin)? number 4

Which of these has the highest relative energy (zero: lowest compared OMol25 entry of this formula, charge and spin)? number 4